No. 1
{"formula": "C49H59N3O3PSi2Zr", "method": "ωB97M-V with the def2-TZVPD basis set", "elements": ["Zr", "O", "C", "C", "C", "C", "C", "C", "C", "O", "N", "N", "C", "C", "C", "C", "C", "C", "N", "H", "H", "H", "H", "H", "H", "H", "H", "H", "H", "C", "Si", "C", "C", "C", "H", "H", "H", "H", "H", "H", "H", "H", "H", "H", "H", "C", "C", "C", "C", "P", "C", "C", "C", "C", "C", "C", "C", "C", "C", "C", "H", "H", "H", "H", "H", "H", "H", "H", "H", "H", "H", "H", "H", "H", "H", "H", "H", "H", "H", "H", "H", "H", "H", "O", "Si", "C", "C", "C", "C", "C", "C", "C", "C", "C", "C", "C", "C", "C", "C", "C", "C", "C", "C", "H", "H", "H", "H", "H", "H", "H", "H", "H", "H", "H", "H", "H", "H", "H"], "positions_angstrom": [[0.532026, 0.713528, -0.060283], [0.493835, 1.850985, 5.328193], [1.796210, 1.500494, 5.186239], [2.608878, 1.277416, 6.294238], [3.925009, 0.887120, 6.132989], [4.451905, 0.695076, 4.861178], [3.641424, 0.899669, 3.762349], [2.318387, 1.319317, 3.902385], [1.525944, 1.516509, 2.676045], [1.773599, 0.735934, 1.670494], [0.654417, 2.499352, 2.614041], [0.118354, 2.514241, 1.356926], [-0.555526, 3.529302, 0.977194], [-0.910549, 3.561762, -0.442594], [-1.588592, 4.611881, -1.025121], [-1.759858, 4.614518, -2.406532], [-1.230476, 3.581193, -3.152649], [-0.574438, 2.553118, -2.492618], [-0.431446, 2.526123, -1.169463], [0.283803, 1.900282, 6.267344], [2.196146, 1.410399, 7.288266], [4.542158, 0.727469, 7.007500], [5.480751, 0.388776, 4.733194], [4.022838, 0.737565, 2.762582], [-0.762526, 4.360806, 1.643840], [-1.957365, 5.421048, -0.410077], [-2.287487, 5.427395, -2.887090], [-1.320889, 3.549982, -4.228893], [-0.131722, 1.734520, -3.041400], [5.143488, 2.054638, -1.808736], [3.430706, 2.471679, -1.182225], [3.578953, 3.298244, 0.492672], [2.618872, 3.664440, -2.386451], [2.418449, 0.887683, -1.116624], [5.766270, 2.947979, -1.892815], [5.090838, 1.586575, -2.794588], [5.648007, 1.357220, -1.136268], [4.203518, 4.191274, 0.410842], [4.047299, 2.639769, 1.227413], [2.614759, 3.612425, 0.899972], [3.311011, 4.468275, -2.647287], [1.724756, 4.133340, -1.967748], [2.340161, 3.157222, -3.314818], [3.046230, 0.130462, -0.616574], [2.285769, 0.561595, -2.155220], [-1.649292, -3.804081, 2.414070], [-1.238321, -2.808299, 1.327301], [0.092794, -3.282762, 0.728846], [-2.291389, -2.785690, 0.216887], [-0.913888, -1.071508, 1.972769], [0.003878, -1.441128, 3.511774], [-0.597917, -1.610940, 4.760565], [0.145669, -1.994867, 5.864669], [1.506224, -2.241375, 5.740259], [2.115437, -2.098815, 4.505000], [1.372244, -1.692186, 3.406142], [-2.533426, -0.223321, 2.438983], [-3.048509, 0.421407, 1.143488], [-2.248557, 0.909137, 3.434423], [-3.653172, -1.103656, 3.005217], [-1.810016, -4.777708, 1.943322], [-2.574910, -3.524597, 2.913791], [-0.871677, -3.923069, 3.168434], [-0.055196, -4.268417, 0.282063], [0.867795, -3.374679, 1.489514], [0.440570, -2.615989, -0.063985], [-2.270656, -3.741978, -0.311764], [-2.089020, -2.008393, -0.517285], [-3.300048, -2.648343, 0.604005], [-1.658736, -1.460703, 4.885623], [-0.344254, -2.116854, 6.822228], [2.086076, -2.545429, 6.601965], [3.175930, -2.283171, 4.395340], [1.875338, -1.547189, 2.460162], [-2.331821, 1.153736, 0.752799], [-3.975539, 0.962320, 1.351486], [-3.253898, -0.311232, 0.365097], [-1.413850, 1.540884, 3.137096], [-2.022860, 0.545658, 4.433388], [-3.142935, 1.535070, 3.501608], [-4.000729, -1.850033, 2.294935], [-4.503821, -0.458673, 3.241953], [-3.372449, -1.616736, 3.922389], [-0.358865, -0.443390, -1.405575], [-0.760130, -0.979592, -2.925120], [-2.300742, -0.065258, -3.474055], [-3.082377, 0.644483, -2.562104], [-4.247807, 1.290384, -2.953250], [-4.652808, 1.239198, -4.278810], [-3.896571, 0.530133, -5.203926], [-2.738072, -0.118636, -4.802164], [0.669582, -0.558025, -4.074380], [0.566757, 0.420333, -5.068111], [1.652455, 0.770940, -5.860923], [2.873946, 0.140711, -5.681138], [3.001362, -0.841811, -4.708603], [1.913314, -1.181985, -3.919921], [-1.134075, -2.811303, -2.945905], [-2.433446, -3.250474, -3.216056], [-2.754791, -4.600954, -3.214020], [-1.777420, -5.545749, -2.940705], [-0.478259, -5.133922, -2.675576], [-0.164603, -3.783432, -2.681287], [-2.774295, 0.693443, -1.525078], [-4.841265, 1.828633, -2.224156], [-5.560027, 1.740201, -4.590915], [-4.215235, 0.476418, -6.236917], [-2.170569, -0.681503, -5.536242], [-0.380366, 0.921892, -5.236010], [1.540912, 1.530937, -6.623896], [3.721280, 0.408352, -6.298836], [3.950497, -1.341481, -4.562787], [2.052450, -1.938348, -3.156814], [-3.214944, -2.529293, -3.423793], [-3.768934, -4.914158, -3.426332], [-2.023802, -6.599653, -2.939865], [0.291391, -5.866516, -2.467701], [0.856522, -3.495581, -2.463393]], "forces_ev_per_angstrom": [[-0.1, 0.1, 0.1], [0.0, 0.0, 0.0], [0.0, 0.0, 0.0], [0.0, 0.0, 0.0], [0.0, 0.0, 0.0], [0.0, 0.0, 0.0], [0.0, 0.0, 0.0], [0.0, 0.0, 0.0], [0.0, 0.0, 0.0], [0.0, 0.0, 0.0], [0.0, 0.0, 0.0], [0.0, 0.0, 0.0], [0.0, 0.0, 0.0], [0.0, 0.0, 0.0], [0.0, 0.0, 0.0], [0.0, 0.0, 0.0], [0.0, 0.0, 0.0], [0.0, 0.0, 0.0], [0.0, 0.0, 0.0], [0.0, 0.0, 0.0], [0.0, 0.0, 0.0], [0.0, 0.0, 0.0], [0.0, 0.0, 0.0], [0.0, 0.0, 0.0], [0.0, 0.0, 0.0], [0.0, 0.0, 0.0], [0.0, 0.0, 0.0], [0.0, 0.0, 0.0], [0.0, 0.0, 0.0], [0.0, 0.0, 0.0], [0.0, 0.0, 0.0], [0.0, 0.0, 0.0], [0.0, 0.0, 0.0], [0.1, 0.0, 0.0], [0.0, 0.0, 0.0], [0.0, 0.0, 0.0], [0.0, 0.0, 0.0], [0.0, 0.0, 0.0], [0.0, 0.0, 0.0], [0.0, 0.0, 0.0], [0.0, 0.0, 0.0], [0.0, 0.0, 0.0], [0.0, 0.0, 0.0], [0.0, 0.0, 0.0], [0.0, 0.0, 0.0], [0.0, 0.0, 0.0], [0.0, 0.0, 0.0], [0.0, 0.0, 0.0], [0.0, 0.0, 0.0], [0.0, 0.0, 0.0], [0.0, 0.0, 0.0], [0.0, 0.0, 0.0], [0.0, 0.0, 0.0], [0.0, 0.0, 0.0], [0.0, 0.0, 0.0], [0.0, 0.0, 0.0], [0.0, 0.0, 0.0], [0.0, 0.0, 0.0], [0.0, 0.0, 0.0], [0.0, 0.0, 0.0], [0.0, 0.0, 0.0], [0.0, 0.0, 0.0], [0.0, 0.0, 0.0], [0.0, 0.0, 0.0], [0.0, 0.0, 0.0], [0.0, 0.0, 0.0], [0.0, 0.0, 0.0], [0.0, 0.0, 0.0], [0.0, 0.0, 0.0], [0.0, 0.0, 0.0], [0.0, 0.0, 0.0], [0.0, 0.0, 0.0], [0.0, 0.0, 0.0], [0.0, 0.0, 0.0], [0.0, 0.0, 0.0], [0.0, 0.0, 0.0], [0.0, 0.0, 0.0], [0.0, 0.0, 0.0], [0.0, 0.0, 0.0], [0.0, 0.0, 0.0], [0.0, 0.0, 0.0], [0.0, 0.0, 0.0], [0.0, 0.0, 0.0], [0.0, 0.0, 0.0], [0.0, 0.0, 0.0], [0.0, 0.0, 0.0], [0.0, 0.0, 0.0], [0.0, 0.0, 0.0], [0.0, 0.0, 0.0], [0.0, 0.0, 0.0], [0.0, 0.0, 0.0], [0.0, 0.0, 0.0], [0.0, 0.0, 0.0], [0.0, 0.0, 0.0], [0.0, 0.0, 0.0], [0.0, 0.0, 0.0], [0.0, 0.0, 0.0], [0.0, 0.0, 0.0], [0.0, 0.0, 0.0], [0.0, 0.0, 0.0], [0.0, 0.0, 0.0], [0.0, 0.0, 0.0], [0.0, 0.0, 0.0], [0.0, 0.0, 0.0], [0.0, 0.0, 0.0], [0.0, 0.0, 0.0], [0.0, 0.0, 0.0], [0.0, 0.0, 0.0], [0.0, 0.0, 0.0], [0.0, 0.0, 0.0], [0.0, 0.0, 0.0], [0.0, 0.0, 0.0], [0.0, 0.0, 0.0], [0.0, 0.0, 0.0], [0.0, 0.0, 0.0], [0.0, 0.0, 0.0], [0.0, 0.0, 0.0], [0.0, 0.0, 0.0]], "lowdin_charge": [1.66, 0.07, -0.26, -0.01, -0.06, -0.08, -0.03, -0.09, -0.43, -0.26, 0.10, -0.11, -0.04, -0.25, 0.01, -0.01, -0.01, -0.12, 0.01, 0.12, 0.12, 0.11, 0.11, 0.12, 0.15, 0.13, 0.12, 0.13, 0.08, -0.18, 0.42, -0.17, -0.17, -0.37, 0.04, 0.03, 0.03, 0.04, 0.02, 0.02, 0.04, 0.01, 0.03, 0.03, -0.01, -0.07, -0.66, -0.09, -0.08, 1.15, -0.34, -0.09, -0.06, -0.07, -0.07, -0.12, -0.67, -0.11, -0.09, -0.08, 0.10, 0.07, 0.08, 0.09, 0.07, 0.06, 0.09, 0.05, 0.07, 0.08, 0.11, 0.11, 0.11, 0.10, 0.04, 0.10, 0.06, 0.05, 0.07, 0.10, 0.07, 0.09, 0.07, -0.50, 0.53, -0.25, -0.10, -0.08, -0.08, -0.07, -0.10, -0.23, -0.11, -0.07, -0.07, -0.07, -0.11, -0.23, -0.09, -0.08, -0.08, -0.08, -0.11, 0.06, 0.11, 0.11, 0.11, 0.11, 0.09, 0.11, 0.11, 0.11, 0.09, 0.10, 0.11, 0.11, 0.11, 0.09], "charge": 1, "orbital_gap_ev": 6.9, "relative_energy_kcal_mol": 0.0, "max_force_ev_per_a": 0.15, "lumo_energy_ev": -3.832}

***

No. 2
{"formula": "C8H16B4F16LiO2", "method": "ωB97M-V with the def2-TZVPD basis set", "elements": ["Li", "B", "F", "F", "F", "F", "B", "F", "F", "F", "F", "B", "F", "F", "F", "F", "B", "F", "F", "F", "F", "C", "C", "C", "O", "C", "H", "H", "H", "H", "H", "H", "H", "H", "C", "C", "C", "O", "C", "H", "H", "H", "H", "H", "H", "H", "H"], "positions_angstrom": [[0.143245, 0.145198, -0.689136], [-3.149925, -0.490712, -1.480446], [-3.238725, -1.171662, -2.630326], [-3.343745, 0.750458, -1.709246], [-4.078805, -0.876702, -0.558356], [-1.810055, -0.632102, -0.991636], [-1.107095, 2.917128, -1.346696], [-1.694355, 2.589648, -2.497436], [0.123395, 3.536248, -1.578056], [-1.946205, 3.822538, -0.717256], [-0.977695, 1.812598, -0.580526], [0.301295, 0.452458, -4.016676], [0.443945, 0.722218, -2.654296], [-0.655085, -0.554032, -4.155446], [-0.222235, 1.471578, -4.733626], [1.397705, -0.016732, -4.566386], [0.026305, -3.373852, -1.297766], [1.016775, -4.236322, -1.678636], [0.456125, -2.045672, -1.134086], [-0.814895, -3.397492, -2.369866], [-0.454695, -3.864422, -0.124486], [3.924415, 0.156598, 1.145974], [3.633275, 1.636078, 0.902714], [2.144105, 1.632118, 0.604794], [1.881915, 0.361698, 0.142284], [2.976375, -0.542052, 0.167344], [3.614675, -0.137022, 2.148944], [4.989875, -0.039962, 1.026544], [4.094105, 1.890248, -0.051816], [3.978435, 2.376758, 1.624074], [1.873845, 2.309968, -0.204876], [1.480975, 1.808498, 1.451704], [3.471625, -0.583582, -0.802766], [2.723505, -1.567482, 0.436874], [-1.967475, 0.129428, 3.311924], [-1.730905, -1.341582, 3.184934], [-1.081475, -1.597712, 1.822864], [-0.699215, -0.320202, 1.361594], [-1.645375, 0.652648, 1.905264], [-1.186835, 0.490318, 3.981584], [-2.855415, 0.492888, 3.829194], [-2.737585, -1.757462, 3.143204], [-1.343425, -1.745622, 4.120194], [-1.912225, -1.812292, 1.150614], [-0.340855, -2.395692, 1.875994], [-2.516605, 0.705148, 1.252344], [-1.185015, 1.637918, 1.978874]], "forces_ev_per_angstrom": [[-0.5, -0.2, -1.6], [0.4, -1.4, -0.7], [-0.1, -1.9, -1.3], [-0.8, 5.4, -0.6], [-0.9, -1.6, 2.2], [1.2, -0.9, 1.3], [-0.4, 2.0, -1.8], [-0.6, -0.4, -2.0], [1.1, 0.2, 0.4], [-0.7, 1.1, 1.5], [1.1, -2.4, 2.6], [-3.5, -1.2, 0.1], [0.7, 0.5, 1.5], [-0.9, -1.3, 0.5], [0.0, 2.6, -0.8], [4.1, -0.8, -1.2], [0.1, 0.2, -2.2], [2.6, -0.9, 0.0], [0.8, 0.9, 0.9], [-1.8, 0.1, -0.3], [-1.4, -0.2, 2.2], [0.0, 0.1, 0.7], [0.0, 0.0, -0.7], [0.2, 1.3, 0.0], [-1.3, -2.6, -0.8], [1.5, 0.9, 0.0], [0.2, 0.1, 0.3], [-0.1, -0.4, -0.1], [0.3, 0.1, 0.0], [-0.1, -0.3, 0.2], [-0.1, 0.4, 0.2], [0.1, 0.3, 0.4], [-0.3, 0.0, -0.4], [-0.5, 0.3, 0.1], [1.7, 1.1, 0.2], [-2.5, -1.0, 0.7], [-0.5, 0.2, 1.7], [-0.3, 0.6, -0.3], [-0.2, 0.4, 1.1], [0.3, 0.4, -0.1], [-0.5, -0.3, -0.8], [0.0, -0.6, -0.1], [0.8, -0.2, -0.5], [0.0, -0.7, -0.8], [0.3, 0.5, -1.0], [0.1, -0.1, -0.5], [0.2, -0.2, -0.8]], "lowdin_charge": [0.68, -1.48, 0.24, 0.28, 0.15, 0.15, -1.46, 0.20, 0.11, 0.11, 0.13, -1.45, 0.09, 0.11, 0.16, 0.19, -1.41, 0.12, 0.10, 0.16, 0.14, -0.17, -0.15, -0.21, -0.21, -0.16, 0.10, 0.11, 0.12, 0.11, 0.13, 0.12, 0.13, 0.13, -0.15, -0.16, -0.09, 0.02, -0.08, 0.11, 0.12, 0.12, 0.11, 0.16, 0.15, 0.16, 0.14], "charge": -2, "orbital_gap_ev": [7.3, 2.9], "max_force_ev_per_a": 5.48, "spin_multiplicity": 2, "lumo_energy_ev": [3.461, -0.929]}

***

Question: What is the formula in the first record?
Answer: C49H59N3O3PSi2Zr